1.
# C2H9NO4

3 unconnected molecules or ions with the total composition C2H9NO4 in a non-equilibrium geometry (wB97M-V/def2-TZVPD, the OMol25 dataset).

Geometry as XYZ:
```
16
Properties=species:S:1:pos:R:3:nbo_charge:R:1
H -0.31707 0.17277 -0.24976 0.503
O -1.45429 1.08628 -0.77811 -0.966
O 0.60771 -0.15050 -0.49397 -0.731
H -0.63155 1.60461 -0.91552 0.511
H -1.85190 1.01034 -1.64968 0.491
C 1.17882 -1.00750 0.35994 0.768
O 2.37314 -1.16388 0.37036 -0.582
C 0.33499 -1.37566 1.56612 -0.356
H 0.65953 -2.34537 1.95238 0.223
H 0.58043 -0.70424 2.39376 0.223
N -1.11778 -1.51260 1.49620 -0.823
H -1.59722 -0.86651 0.87453 0.358
H -1.35519 -2.40194 1.07012 0.352
O 0.51810 2.34850 -1.93696 -0.953
H 1.41425 2.12139 -1.65840 0.497
H 0.65803 3.18429 -2.40101 0.486
```

The calculation puts the LUMO energy at 0.27 eV. The calculation puts the energy above the lowest of the compared OMol25 structures with the same formula, charge and spin at 82.0 kJ/mol. For the total energy, the calculation gives -437.31618 Ha. The value obtained for the HOMO-LUMO gap is 9.601 eV. Its charge is 0. The HOMO energy is -9.3 eV. Its spin multiplicity is 1.

---

2.
# C2H9NO4

3 unconnected molecules or ions with the total composition C2H9NO4 in a non-equilibrium geometry (wB97M-V/def2-TZVPD, the OMol25 dataset).

Geometry as XYZ:
```
16
Properties=species:S:1:pos:R:3:nbo_charge:R:1
O 0.25078 -0.08510 -0.61151 -0.651
C -0.02821 -0.29844 0.54550 0.806
O -0.20666 -1.51705 1.04879 -0.689
C -0.12644 0.76794 1.61963 -0.329
N 0.41378 2.02245 1.17556 -0.851
H -0.35358 -2.13005 0.29187 0.519
H -1.19965 0.81436 1.84764 0.196
H 0.36637 0.40237 2.51712 0.226
H -0.16871 2.49391 0.50242 0.388
H 0.79040 2.63966 1.87553 0.376
H -0.10237 1.50974 -1.39436 0.497
H -0.84601 2.18590 -2.59424 0.465
O -0.29549 2.36288 -1.82722 -0.982
H -0.13808 -2.36767 -1.86188 0.493
H 0.83624 -3.44066 -1.34523 0.487
O -0.05555 -3.09147 -1.22883 -0.952
```

The calculation puts the LUMO energy at 0.51 eV. The calculation puts the energy above the lowest of the compared OMol25 structures with the same formula, charge and spin at 7.6 kJ/mol. For the total energy, the calculation gives -437.34451 Ha. The value obtained for the HOMO-LUMO gap is 9.758 eV. Its charge is 0. The HOMO energy is -9.2 eV. Its spin multiplicity is 1.

---

3.
# C2H9NOS

2 unconnected molecules or ions with the total composition C2H9NOS in a non-equilibrium geometry (wB97M-V/def2-TZVPD, the OMol25 dataset).

Geometry as XYZ:
```
14
Properties=species:S:1:pos:R:3:nbo_charge:R:1
S 0.20079 0.00350 -0.08368 0.204
N -0.23284 2.15533 -1.48712 -0.854
C -0.53395 0.60780 1.44678 -0.752
C -0.84472 0.86208 -1.21373 -0.376
H -0.59053 2.56431 -2.35744 0.353
H 0.78038 2.05635 -1.61463 0.364
H -0.26342 1.64528 1.70572 0.223
H -0.25097 -0.04951 2.28612 0.228
H -1.62707 0.55293 1.31004 0.216
H -0.74302 0.28024 -2.14997 0.186
H -1.92216 0.91384 -0.96498 0.209
O 2.02747 -4.08883 1.37274 -0.943
H 1.56018 -3.23134 1.25185 0.473
H 2.43987 -4.27199 0.49831 0.470
```

The calculation puts the LUMO energy at 0.67 eV. The calculation puts the energy above the lowest of the compared OMol25 structures with the same formula, charge and spin at 37.4 kJ/mol. For the total energy, the calculation gives -609.75499 Ha. The value obtained for the HOMO-LUMO gap is 9.559 eV. Its charge is 0. The HOMO energy is -8.9 eV. Its spin multiplicity is 1.

---

4.
# C2H9NOS2

2 unconnected molecules or ions with the total composition C2H9NOS2 in a non-equilibrium geometry (wB97M-V/def2-TZVPD, the OMol25 dataset).

Geometry as XYZ:
```
15
Properties=species:S:1:pos:R:3:nbo_charge:R:1
C -0.40386 -0.33406 2.94615 -0.707
S 0.48089 0.31945 1.40895 0.055
S 1.79961 -1.21837 0.91054 -0.161
H -0.66317 0.61186 3.55289 0.236
H 0.17257 -1.07084 3.51540 0.223
H -1.33238 -0.64601 2.58063 0.216
H 1.19951 -1.94572 1.91120 0.141
N -0.80662 1.16942 -1.56215 -0.864
C 0.32586 0.71375 -2.31388 0.085
O 0.12193 -0.69110 -2.57935 -0.747
H -1.55894 0.48687 -1.52484 0.381
H -1.11967 2.04527 -2.10099 0.353
H 0.24785 1.23286 -3.21131 0.163
H 1.28618 0.49497 -1.82453 0.159
H 0.25023 -1.16835 -1.70869 0.468
```

The calculation puts the LUMO energy at 0.51 eV. The calculation puts the energy above the lowest of the compared OMol25 structures with the same formula, charge and spin at 200.3 kJ/mol. For the total energy, the calculation gives -1007.88759 Ha. The value obtained for the HOMO-LUMO gap is 8.588 eV. Its charge is 0. The HOMO energy is -8.1 eV. Its spin multiplicity is 1.

---

5.
# C2H9NOS2

2 unconnected molecules or ions with the total composition C2H9NOS2 in a non-equilibrium geometry (wB97M-V/def2-TZVPD, the OMol25 dataset).

Geometry as XYZ:
```
15
Properties=species:S:1:pos:R:3:nbo_charge:R:1
C -1.28795 -0.34267 0.24984 -0.770
S -1.78819 -0.64153 1.94501 0.104
S -2.25941 1.37796 2.34993 -0.153
H -0.86580 -1.28958 -0.10111 0.232
H -0.56672 0.44538 0.04511 0.230
H -2.15213 -0.23034 -0.41009 0.221
H -2.73470 1.11736 3.56490 0.135
N 3.21585 -1.44214 -3.26377 -0.853
C 2.84839 -0.42935 -2.27176 0.108
O 2.92238 0.85598 -2.77255 -0.705
H 2.92996 -2.31353 -2.93671 0.355
H 2.68948 -1.28607 -4.11932 0.353
H 1.83769 -0.61324 -1.88429 0.134
H 3.51112 -0.57886 -1.41511 0.138
H 3.73796 0.88083 -3.30111 0.471
```

The calculation puts the LUMO energy at 0.39 eV. The calculation puts the energy above the lowest of the compared OMol25 structures with the same formula, charge and spin at 82.6 kJ/mol. For the total energy, the calculation gives -1007.93238 Ha. The value obtained for the HOMO-LUMO gap is 8.636 eV. Its charge is 0. The HOMO energy is -8.2 eV. Its spin multiplicity is 1.

---

6.
# C2H9NS

2 unconnected molecules or ions with the total composition C2H9NS in a non-equilibrium geometry (wB97M-V/def2-TZVPD, the OMol25 dataset).

Geometry as XYZ:
```
13
Properties=species:S:1:pos:R:3:nbo_charge:R:1
S -1.87174 1.38493 4.69342 -0.370
H -1.10062 0.23574 4.20304 0.192
C -0.12492 0.43925 -1.77275 -0.630
C 0.68271 -0.34207 -0.68517 -0.213
N 1.72741 -1.06316 -1.42429 -0.856
H -0.90664 -0.33956 -2.01978 0.199
H 0.44979 0.74366 -2.63119 0.222
H -0.56026 1.39547 -1.49226 0.215
H 0.03234 -1.13141 -0.23784 0.161
H 1.09446 0.34256 0.13980 0.190
H 2.46739 -1.59101 -0.88859 0.365
H 1.22261 -1.72155 -2.00267 0.347
H -3.11253 1.64717 4.11829 0.178
```

The calculation puts the LUMO energy at 0.48 eV. The calculation puts the energy above the lowest of the compared OMol25 structures with the same formula, charge and spin at 148.5 kJ/mol. For the total energy, the calculation gives -534.47311 Ha. The value obtained for the HOMO-LUMO gap is 9.572 eV. Its charge is 0. The HOMO energy is -9.1 eV. Its spin multiplicity is 1.

---

7.
# C2H9NS

2 unconnected molecules or ions with the total composition C2H9NS in a non-equilibrium geometry (wB97M-V/def2-TZVPD, the OMol25 dataset).

Geometry as XYZ:
```
13
Properties=species:S:1:pos:R:3:nbo_charge:R:1
S 0.87529 1.00541 -1.86961 -0.291
H -0.02902 1.66014 -1.13709 0.150
C -1.69587 -0.26053 1.49266 -0.417
N -0.25771 -0.25094 1.40434 -0.618
C 0.26491 -1.43895 0.71162 -0.424
H -2.13464 -1.20013 1.85568 0.161
H -2.06034 0.55720 2.12222 0.198
H -2.13727 -0.04318 0.52681 0.185
H 0.14690 -0.24381 2.33302 0.346
H 1.87662 1.75339 -1.41027 0.142
H -0.03162 -2.40359 1.12700 0.166
H 1.34364 -1.31251 0.69355 0.203
H -0.01072 -1.35140 -0.33879 0.198
```

The calculation puts the LUMO energy at 1.00 eV. The calculation puts the energy above the lowest of the compared OMol25 structures with the same formula, charge and spin at 62.0 kJ/mol. For the total energy, the calculation gives -534.50607 Ha. The value obtained for the HOMO-LUMO gap is 9.910 eV. Its charge is 0. The HOMO energy is -8.9 eV. Its spin multiplicity is 1.

---

8.
# C2H9NS

A molecular structure, C2H9NS (wB97M-V/def2-TZVPD, the OMol25 dataset).

Geometry as XYZ:
```
13
Properties=species:S:1:pos:R:3:nbo_charge:R:1
N 2.30074 -1.04390 -1.00288 -1.049
H 1.68979 -1.62315 -0.44127 0.356
H -3.13400 -0.21717 -0.86605 -0.033
H 2.02708 -1.04835 -1.97454 0.382
H 2.36551 -0.11211 -0.62561 0.339
C 0.50009 0.70955 1.13940 0.084
C -0.73991 0.28961 0.51318 -0.744
S -0.87186 1.67489 -0.58963 0.534
H -3.64038 -0.31936 -0.33540 0.034
H 0.61216 0.77905 2.22513 0.239
H 1.30500 1.14852 0.56310 0.226
H -1.57031 0.51564 1.19989 0.311
H -0.84392 -0.75321 0.19466 0.321
```

The calculation puts the LUMO energy (spin up / spin down) at -7.41 / -8.15 eV. The calculation puts the energy above the lowest of the compared OMol25 structures with the same formula, charge and spin at 396.4 kJ/mol. For the total energy, the calculation gives -534.07285 Ha. The value obtained for the HOMO-LUMO gap (spin up / spin down) is 6.458 / 5.694 eV. Its charge is +1. The HOMO energy (spin up / spin down) is -13.9 / -13.8 eV. Its spin multiplicity is 2.

---

9.
# C2H9NS2

2 unconnected molecules or ions with the total composition C2H9NS2 in a non-equilibrium geometry (wB97M-V/def2-TZVPD, the OMol25 dataset).

Geometry as XYZ:
```
14
Properties=species:S:1:pos:R:3:nbo_charge:R:1
C 0.56489 2.82771 2.57548 -0.430
N 0.11540 1.43241 2.94145 -0.821
H -0.03942 3.38868 3.28702 0.204
H 1.64594 2.92803 2.60589 0.178
H 0.24921 3.05493 1.55478 0.190
H 0.21788 0.83321 2.13125 0.336
H 0.86156 1.14504 3.57145 0.342
C -0.48581 -2.39454 -0.16908 -0.687
S -0.92225 -1.10477 -1.52969 0.070
S 0.74316 0.09026 -1.44729 -0.186
H -1.49464 -2.70581 0.08926 0.226
H -0.14667 -3.17365 -0.85031 0.221
H 0.23979 -2.04963 0.54084 0.234
H 1.08676 0.69488 -0.26426 0.123
```

The calculation puts the LUMO energy at 0.22 eV. The calculation puts the energy above the lowest of the compared OMol25 structures with the same formula, charge and spin at 151.3 kJ/mol. For the total energy, the calculation gives -932.66640 Ha. The value obtained for the HOMO-LUMO gap is 8.890 eV. Its charge is 0. The HOMO energy is -8.7 eV. Its spin multiplicity is 1.

---

10.
# C2H9NSi2

C2H9NSi2 in the gas phase in a non-equilibrium geometry (wB97M-V/def2-TZVPD, the OMol25 dataset).

Geometry as XYZ:
```
14
Properties=species:S:1:pos:R:3:nbo_charge:R:1
C 1.28506 -1.24920 -0.25140 -0.041
C -1.57288 -1.00484 -0.04162 -1.084
N 1.51989 -0.12494 0.38870 -0.881
Si -1.49036 0.82228 0.04826 0.638
Si 0.79636 1.40122 -0.16134 0.787
H 1.77087 -2.13950 0.01839 0.192
H 0.89595 -1.09034 -1.14595 0.183
H -2.16192 -1.48641 -0.76125 0.203
H -1.69316 -1.52190 0.84694 0.198
H 1.80078 -0.10287 1.41893 0.414
H -2.09027 1.46754 -1.09692 -0.143
H -1.92280 1.12572 1.62000 -0.134
H 1.68615 2.21437 0.63797 -0.166
H 1.17633 1.68889 -1.52070 -0.166
```

The calculation puts the LUMO energy (spin up / spin down) at -0.18 / 0.41 eV. The calculation puts the energy above the lowest of the compared OMol25 structures with the same formula, charge and spin at 338.0 kJ/mol. For the total energy, the calculation gives -715.17906 Ha. The value obtained for the HOMO-LUMO gap (spin up / spin down) is 6.315 / 7.710 eV. Its charge is 0. The HOMO energy (spin up / spin down) is -6.5 / -7.3 eV. Its spin multiplicity is 1.

---

11.
# C2H9O2S

3 unconnected molecules or ions with the total composition C2H9O2S (wB97M-V/def2-TZVPD, the OMol25 dataset).

Geometry as XYZ:
```
14
Properties=species:S:1:pos:R:3:nbo_charge:R:1
C -1.28012 1.18895 0.10496 -0.619
C 0.19622 0.86835 0.32321 -0.578
S 0.36374 -0.88701 0.72232 0.117
H -1.70300 0.69793 -0.76937 0.218
H -1.90649 0.85753 0.93963 0.215
H -1.47661 2.24256 -0.00167 0.220
H 0.73911 1.07416 -0.60005 0.244
H 0.56211 1.46126 1.15301 0.221
H -2.05384 -1.98813 -1.99298 0.466
H -1.11571 -1.65381 -0.76071 0.467
O -1.86546 -2.18655 -1.07479 -0.968
H 3.42877 -0.58490 1.37151 0.467
H 2.58532 -0.56084 0.17748 0.450
O 3.52593 -0.52950 0.40745 -0.920
```

The calculation puts the LUMO energy (spin up / spin down) at 0.71 / -2.79 eV. The calculation puts the energy above the lowest of the compared OMol25 structures with the same formula, charge and spin at 25.1 kJ/mol. For the total energy, the calculation gives -630.20344 Ha. The value obtained for the HOMO-LUMO gap (spin up / spin down) is 10.826 / 6.950 eV. Its charge is 0. The HOMO energy (spin up / spin down) is -10.1 / -9.7 eV. Its spin multiplicity is 2.

---

12.
# C2H9OS

2 unconnected molecules or ions with the total composition C2H9OS in a non-equilibrium geometry (wB97M-V/def2-TZVPD, the OMol25 dataset).

Geometry as XYZ:
```
13
Properties=species:S:1:pos:R:3:nbo_charge:R:1
O -1.99010 0.65269 -2.10648 -0.961
H -2.74357 0.27039 -2.52251 0.507
H -2.02597 1.61083 -2.15545 0.499
H -0.44308 0.08780 -1.11112 0.329
C 0.41818 -1.57963 0.34088 -0.715
S 0.11109 0.19328 0.13654 0.405
C 1.18295 1.00438 1.35288 -0.654
H 1.40550 -1.86518 -0.00262 0.252
H 0.31824 -1.72545 1.41681 0.250
H -0.39517 -2.12228 -0.12927 0.268
H 2.15248 0.50831 1.36721 0.265
H 0.63277 0.91504 2.28458 0.274
H 1.37667 2.04982 1.12855 0.282
```

The calculation puts the LUMO energy at -4.92 eV. The calculation puts the energy above the lowest of the compared OMol25 structures with the same formula, charge and spin at 158.9 kJ/mol. For the total energy, the calculation gives -554.68950 Ha. The value obtained for the HOMO-LUMO gap is 10.257 eV. Its charge is +1. The HOMO energy is -15.2 eV. Its spin multiplicity is 1.

---

> What is the spin multiplicity in the fourth record?

1